No. 1
86
Properties=species:S:1:pos:R:3 method="wB97M-V/def2-TZVPD" e_homo_ev=-11.586 total_energy_ev=-2573080.0516 orbital_gap_ev=7.003 charge=+1 spin_multiplicity=1
O 0.56 6.27 -2.13
S 1.43 5.90 -1.04
O 1.60 6.98 -0.09
Cl 3.29 5.47 -1.87
C 0.84 4.40 -0.20
C -0.41 3.76 -0.87
C -0.16 2.29 -1.33
C 0.04 2.19 -2.90
C 1.53 2.17 -3.19
C 2.16 3.13 -4.05
C 3.57 2.97 -4.17
N 4.36 2.07 -3.63
N 3.74 1.19 -2.88
C 2.44 1.23 -2.67
H 0.57 4.74 0.81
H 1.68 3.71 -0.06
H -1.19 3.73 -0.10
H -0.77 4.33 -1.73
H -0.96 1.61 -1.01
H 0.74 1.96 -0.78
H -0.48 1.30 -3.28
H -0.36 3.10 -3.35
H 1.59 3.90 -4.56
H 4.08 3.70 -4.80
H 4.31 0.47 -2.43
H 2.03 0.44 -2.03
C 1.02 0.07 2.39
Br 0.72 -1.79 2.72
Br 1.98 0.95 3.81
Br 1.86 0.33 0.67
H 0.04 0.54 2.34
C -3.78 -1.29 2.85
Br -4.24 -3.15 3.03
Br -2.83 -0.63 4.39
Br -2.80 -0.97 1.21
H -4.70 -0.74 2.78
C -2.83 -1.00 -3.12
Br -4.49 -1.13 -2.15
Br -2.73 0.63 -4.15
Br -1.29 -1.20 -1.95
H -2.80 -1.82 -3.82
C 5.91 -1.26 3.24
Br 4.67 -2.71 3.55
Br 5.45 -0.25 1.66
Br 6.06 -0.10 4.77
H 6.88 -1.71 3.07
C -6.22 -6.88 2.15
Br -6.83 -8.71 2.19
Br -5.23 -6.42 3.75
Br -5.22 -6.49 0.55
H -7.10 -6.26 2.14
C 5.87 4.09 3.75
Br 5.88 5.97 3.31
Br 5.52 3.78 5.62
Br 4.62 3.11 2.64
H 6.86 3.71 3.54
C -6.19 -7.53 -3.55
Br -4.65 -6.40 -3.26
Br -5.91 -9.30 -2.85
Br -7.80 -6.73 -2.86
H -6.31 -7.62 -4.63
C 7.50 -0.57 8.76
Br 9.00 0.02 7.70
Br 5.93 0.52 8.45
Br 7.12 -2.44 8.49
H 7.77 -0.44 9.80
C 2.13 5.78 6.93
Br 2.00 4.41 8.28
Br 3.74 6.83 7.13
Br 1.97 5.04 5.15
H 1.29 6.45 7.07
C -7.84 -3.74 -0.37
Br -9.26 -5.04 -0.32
Br -8.07 -2.48 -1.82
Br -7.64 -2.85 1.33
H -6.92 -4.28 -0.56
C -3.03 -0.02 -8.22
Br -1.50 1.11 -7.88
Br -2.77 -1.81 -7.53
Br -4.67 0.76 -7.58
H -3.12 -0.11 -9.30
C 0.16 -4.34 -4.27
Br -1.50 -4.47 -3.29
Br 0.26 -2.71 -5.30
Br 1.69 -4.54 -3.11
H 0.18 -5.16 -4.97

---

No. 2
64
Properties=species:S:1:pos:R:3 method="wB97M-V/def2-TZVPD" e_homo_ev="-14.731 / -14.713" total_energy_ev=-132826.6089 orbital_gap_ev="6.048 / 6.398" charge=+2 e_above_lowest_ev=0.7416 spin_multiplicity=2 s_squared=0.804
Re -0.06 0.32 0.20
C -3.42 1.87 2.37
C -2.56 1.07 1.48
N -1.27 0.95 1.71
O -0.72 1.71 2.71
C -3.02 0.44 0.29
C -4.42 0.32 -0.20
N -2.01 -0.03 -0.44
O -2.17 -0.65 -1.51
H -3.45 2.90 1.99
H -3.02 1.91 3.38
H -4.44 1.50 2.39
H -0.66 2.62 2.38
H -4.60 1.06 -0.99
H -5.15 0.47 0.59
H -4.56 -0.66 -0.65
Br 2.86 -0.68 -1.22
C 3.11 0.52 0.21
C 4.35 1.08 0.41
C 4.53 1.93 1.49
C 3.46 2.12 2.36
C 2.25 1.51 2.08
N 2.05 0.74 1.00
H 5.16 0.86 -0.28
H 5.48 2.42 1.65
H 3.55 2.74 3.24
H 1.42 1.63 2.75
F 1.60 4.19 -2.51
C 1.43 3.31 -1.55
F 1.68 2.07 -2.05
F 2.36 3.51 -0.60
C 0.01 3.32 -0.92
O -0.05 2.39 0.09
C -1.06 2.99 -2.03
F -0.90 1.71 -2.44
F -1.00 3.77 -3.09
F -2.29 3.07 -1.49
C -0.34 4.70 -0.29
F 0.73 5.22 0.33
F -1.30 4.52 0.64
F -0.78 5.57 -1.19
C 0.66 -4.37 -2.79
C -0.03 -3.05 -3.07
N 0.15 -2.19 -1.90
C 0.16 -2.61 -0.64
N 0.15 -1.67 0.38
C 0.22 -2.16 1.77
C 0.97 -3.48 1.88
C 0.27 -4.46 0.97
N 0.21 -3.92 -0.39
C 0.13 -4.91 -1.47
H 1.73 -4.21 -2.73
H 0.46 -5.08 -3.58
H -1.10 -3.19 -3.26
H 0.41 -2.55 -3.93
H 0.02 -1.21 -2.07
H -0.79 -2.29 2.15
H 0.71 -1.40 2.38
H 0.95 -3.83 2.91
H 2.01 -3.35 1.57
H -0.73 -4.69 1.33
H 0.83 -5.40 0.92
H -0.90 -5.24 -1.58
H 0.72 -5.78 -1.17

---

No. 3
52
Properties=species:S:1:pos:R:3 method="wB97M-V/def2-TZVPD" e_homo_ev=-8.388 total_energy_ev=-55100.9195 orbital_gap_ev=8.953 e_above_lowest_ev=0.2300 spin_multiplicity=1
C -1.02 4.35 5.27
O -0.29 3.18 4.99
C -1.13 2.12 4.56
C -0.30 0.94 4.21
C -0.37 -0.26 4.84
S 0.70 -1.41 4.16
C 1.30 -0.26 3.04
C 2.46 -0.57 2.13
O 3.51 0.01 2.31
N 2.33 -1.59 1.22
C 3.59 -1.95 0.55
C 3.85 -1.07 -0.65
C 2.65 -1.09 -1.59
C 1.33 -0.84 -0.86
N 0.23 -0.98 -1.79
C -0.12 0.04 -2.62
O 0.45 1.12 -2.60
C -1.27 -0.23 -3.55
C -1.61 -1.51 -3.98
C -2.69 -1.67 -4.84
C -3.41 -0.57 -5.25
Cl -4.76 -0.79 -6.33
C -3.08 0.73 -4.84
N -3.82 1.81 -5.24
C -1.99 0.86 -3.98
C 1.18 -1.81 0.32
C -0.20 -1.78 0.97
C 0.68 0.94 3.18
H -0.31 5.11 5.59
H -1.56 4.71 4.38
H -1.75 4.18 6.08
H -1.85 1.86 5.35
H -1.72 2.45 3.69
H -1.00 -0.53 5.67
H 4.40 -1.88 1.28
H 3.50 -3.00 0.24
H 4.04 -0.05 -0.31
H 4.75 -1.40 -1.17
H 2.76 -0.34 -2.37
H 2.59 -2.07 -2.09
H 1.33 0.18 -0.46
H -0.34 -1.80 -1.78
H -1.03 -2.38 -3.70
H -2.96 -2.65 -5.20
H -3.44 2.73 -5.08
H -4.49 1.70 -5.98
H -1.69 1.85 -3.64
H 1.33 -2.83 -0.05
H -0.94 -2.14 0.25
H -0.23 -2.44 1.83
H -0.50 -0.78 1.28
H 0.93 1.81 2.58

---

No. 4
51
Properties=species:S:1:pos:R:3 method="wB97M-V/def2-TZVPD" e_homo_ev="-4.071 / -3.986" total_energy_ev=-71852.8713 orbital_gap_ev="7.044 / 6.956" charge=-1 e_above_lowest_ev=0.0063 spin_multiplicity=2 s_squared=0.767
Mn -1.50 -0.27 -0.08
N -3.65 -3.97 0.65
C -3.02 -2.83 0.19
S -2.80 -1.54 1.35
N -2.64 -2.83 -1.04
N -1.98 -1.66 -1.41
C -1.72 -1.57 -2.67
C -1.11 -0.46 -3.34
C -0.82 -0.61 -4.71
C -0.27 0.40 -5.46
C 0.00 1.62 -4.83
C -0.28 1.81 -3.50
C -0.84 0.79 -2.70
O -1.08 1.02 -1.45
H -4.22 -3.85 1.46
H -4.02 -4.56 -0.08
H -2.01 -2.43 -3.28
H -1.04 -1.57 -5.17
H -0.04 0.25 -6.50
H 0.43 2.43 -5.40
H -0.08 2.76 -3.01
C -0.46 3.34 1.48
C -0.06 2.60 2.76
C -1.26 1.90 3.41
C 1.11 1.67 2.54
C 2.32 1.93 3.18
C 3.43 1.12 3.01
C 3.32 0.03 2.16
C 2.14 -0.28 1.50
C 2.11 -1.49 0.58
C 1.13 -2.57 1.05
C 1.90 -1.11 -0.89
C 1.00 0.54 1.69
O -0.14 0.29 1.10
H -1.29 4.02 1.68
H -0.77 2.64 0.70
H 0.38 3.92 1.10
H 0.29 3.36 3.47
H -1.67 1.13 2.75
H -2.05 2.63 3.63
H -0.97 1.42 4.35
H 2.38 2.79 3.84
H 4.36 1.34 3.51
H 4.18 -0.62 2.00
H 3.12 -1.93 0.64
H 0.11 -2.21 1.06
H 1.38 -2.90 2.06
H 1.18 -3.44 0.39
H 0.95 -0.60 -1.03
H 1.90 -2.00 -1.52
H 2.69 -0.44 -1.23